# 1
The following is a DFT calculation (wB97M-V/def2-TZVPD) of a cluster of 2 separate species, C5H13N in total at a distorted geometry.

Results
gap between HOMO and LUMO (spin up / spin down): 10.135 / 6.647 eV
HOMO (spin up / spin down): -0.539 / -0.540 Eh
multiplicity: 2
net charge: +1
total energy: -6876.7482 eV
expectation value of S²: 0.763

Geometry (Å):
H  -2.68939  0.13712  -1.10230
C  -1.92585  -0.16685  -1.81205
H  2.62905  1.21627  0.86599
H  -1.19042  -1.10375  -0.12274
H  0.63640  2.06408  0.70331
C  0.45089  -1.07539  -1.56188
N  2.01793  0.87970  1.60736
C  0.75463  1.25481  1.41588
H  -1.37054  0.74292  -2.07126
H  0.68363  -0.00584  -1.47360
H  -2.42454  -0.46882  -2.73297
H  -1.28675  0.78918  1.74920
H  0.52853  -1.33703  -2.61348
H  1.18301  -1.60592  -0.95321
H  -1.28569  -2.25985  -1.44132
C  -1.01013  -1.23302  -1.19949
H  2.12006  -0.12785  1.73068
H  -0.03761  -0.31318  2.62188
C  -0.27588  0.56895  2.04824

# 2
The following is a DFT calculation (wB97M-V/def2-TZVPD) of the molecule C5H13N2 at a distorted geometry.

Results
gap between HOMO and LUMO (spin up / spin down): 4.828 / 9.789 eV
HOMO (spin up / spin down): -0.138 / -0.330 Eh
multiplicity: 2
total energy: -8371.9953 eV
expectation value of S²: 0.752

Geometry (Å):
C  -0.04505  0.83587  -0.26170
C  -1.36039  0.18535  -0.47214
H  -1.92875  -0.72152  -2.25787
H  0.31297  1.26215  -1.19353
H  2.22796  -0.64538  1.92936
C  1.29798  -0.17485  1.61961
C  1.14144  -0.13589  0.10181
H  2.54997  1.24293  -0.43517
N  2.31744  0.32522  -0.59031
H  -2.03292  -1.71783  -0.97504
H  -3.39356  -0.05755  0.14285
H  0.89125  -1.12235  -0.26977
C  -2.41983  0.33544  0.35155
H  -0.48113  -1.24414  -1.65585
H  -0.08429  1.63850  0.46820
H  3.14838  -0.22193  -0.43052
H  -2.34558  0.96699  1.22888
N  -1.43543  -0.93613  -1.42801
H  0.44730  -0.65362  2.11347
H  1.19224  0.83874  2.01417

# 3
The following is a DFT calculation (wB97M-V/def2-TZVPD) of the molecule C5H13N2 at a distorted geometry.

Results
gap between HOMO and LUMO (spin up / spin down): 4.596 / 9.069 eV
HOMO (spin up / spin down): -0.133 / -0.304 Eh
multiplicity: 2
total energy: -8371.5976 eV
expectation value of S²: 0.754

Geometry (Å):
N  2.80039  -1.68374  0.98966
H  3.19935  -0.84975  1.35614
H  0.69826  -2.51821  1.10777
C  -2.48635  1.12264  -0.62583
H  -0.98527  -1.18206  -0.79277
H  3.08093  -1.96964  0.03375
N  -0.19641  2.04659  -0.47725
H  1.48302  0.32147  0.13699
H  3.05698  -2.48112  1.56914
C  1.28598  -1.63455  0.93541
H  -1.22678  -0.40913  0.83899
H  -0.68270  0.61133  -1.89544
H  -2.52106  1.37537  0.44015
H  -0.67980  2.60754  0.20497
C  -0.99089  0.89647  -0.89800
C  -0.62471  -0.43220  -0.07344
H  0.02863  2.64799  -1.26557
H  -3.00267  1.86228  -1.23117
C  0.80752  -0.51339  0.25502
H  -3.04442  0.18210  -0.60852

# 4
The following is a DFT calculation (wB97M-V/def2-TZVPD) of a cluster of 2 separate species, C5H13N2 in total at a distorted geometry.

Results
gap between HOMO and LUMO: 9.830 eV
HOMO: -0.471 Eh
net charge: +1
total energy: -8368.1039 eV

Geometry (Å):
H  -1.92571  0.02357  -0.71984
H  1.59789  -0.91577  -1.92586
N  0.88284  -1.05588  0.10465
N  -1.21622  0.62852  -0.27130
C  -2.25895  -0.18318  1.77753
H  3.54122  -1.53230  0.45952
H  0.14500  -0.26404  -0.14560
H  -1.91102  2.42744  -1.20105
C  -1.54130  0.74892  1.10429
H  -2.69594  -1.04479  1.25707
H  3.94630  -1.34025  -1.36875
H  -0.28558  2.51770  -0.41374
H  -2.41592  -0.10117  2.84553
H  1.20435  -0.79897  1.05816
C  1.93281  -1.10222  -0.87704
H  -1.13901  1.57414  1.61171
H  -0.44870  1.74682  -1.92505
C  3.22252  -1.32905  -0.56036
C  -0.97518  1.91734  -0.99756
H  0.34062  -1.91682  0.18771